1.
Computed, not measured: a cluster of 3 separate species, C3H10NO4 in total at a distorted geometry, with ωB97M-V with the def2-TZVPD basis set.

ΔE to the lowest compared entry with this formula, charge and spin = 57.97 kcal per mole
total charge = -1
highest occupied orbital energy = -3.41 eV
gap between HOMO and LUMO = 7.05 eV

```
18
Properties=species:S:1:pos:R:3:nbo_charge:R:1
C -0.782 1.711 1.159 0.150
H 0.265 2.236 0.996 0.022
H -0.762 -1.838 -0.866 0.225
O 2.071 -1.975 -0.521 -0.978
O -1.168 1.355 -1.697 -0.661
H -2.301 -1.215 -1.351 0.211
H -1.379 2.410 0.551 0.111
H 1.215 0.124 1.420 0.499
O 2.148 0.213 1.145 -0.956
H 1.913 0.760 0.360 0.470
C -1.220 -1.027 -1.441 -0.714
H 1.976 -1.036 -0.263 0.492
H -0.856 -0.258 1.060 0.411
H 2.632 -2.382 0.160 0.463
N -0.636 0.422 0.336 -0.711
O -1.041 1.348 2.393 -0.919
C -1.050 0.393 -0.948 0.668
H -1.025 -1.243 -2.492 0.217
```

***

2.
Computed, not measured: the molecule C3H10NOP at a distorted geometry, with ωB97M-V with the def2-TZVPD basis set.

ΔE to the lowest compared entry with this formula, charge and spin = 31.39 kcal per mole
highest occupied orbital energy = -9.02 eV
gap between HOMO and LUMO = 9.89 eV
SMILES string = CN(C)[P@H](C)=O

```
16
Properties=species:S:1:pos:R:3:nbo_charge:R:1
H 2.286 -1.647 -0.826 0.255
C -1.252 0.373 -1.061 -0.392
H -1.809 1.466 1.361 0.184
H 2.674 -0.078 -1.554 0.237
N -0.460 0.587 0.133 -0.802
P 1.212 0.562 -0.022 1.949
H -1.851 -0.339 1.439 0.173
H 1.445 1.628 -0.960 -0.148
C -1.191 0.607 1.354 -0.398
H -1.548 1.201 -1.695 0.190
H -2.061 -0.102 -0.758 0.192
O 1.810 0.605 1.290 -1.089
H 1.153 -0.947 -2.065 0.240
H -0.615 -0.388 -1.689 0.183
H -0.470 0.655 2.266 0.244
C 1.793 -0.755 -1.182 -1.019
```